[1]
Formula: C52H40Cl2GeN7O2PPbS
Source: the OMol25 dataset
Level of theory: the ωB97M-V functional and the def2-TZVPD basis

As for the spin multiplicity: 1.

Positions of all 107 atoms, in Å:
Pb: -0.202 -1.122 1.030
Ge: -0.800 -1.575 -1.706
Cl: -0.173 3.255 6.379
Cl: -2.456 1.239 7.175
S: -3.088 -0.872 0.981
P: 0.783 1.953 -0.216
O: 2.704 1.637 2.700
O: -2.141 -3.024 4.592
N: -3.420 1.701 0.520
N: -0.588 -3.741 1.490
N: 1.126 -0.035 2.663
N: -0.286 0.996 0.352
N: 2.217 -1.187 0.493
N: -0.864 -1.678 3.248
N: -2.847 1.080 2.705
C: 2.727 3.894 0.573
C: 0.479 1.492 4.459
C: -1.421 -3.878 2.517
C: 2.173 0.649 2.210
C: 2.438 5.316 2.480
C: 3.879 -1.663 -1.343
C: -2.115 3.312 -2.696
C: -0.282 4.836 -2.969
C: -1.546 -0.286 5.140
C: 3.302 0.747 -0.180
C: -1.347 2.553 -1.833
C: 0.352 0.312 3.729
C: 0.707 3.779 1.867
C: 1.001 -5.480 -3.792
C: -0.047 2.933 -1.530
C: -3.125 3.350 2.226
C: -0.368 1.770 5.517
C: 1.484 3.318 0.815
C: -3.732 0.256 -4.091
C: -1.041 -5.994 0.842
C: -0.225 -5.579 -3.154
C: -0.697 -0.598 4.072
C: -4.957 -1.266 -2.704
C: -1.377 0.882 5.867
C: -3.779 -1.672 -2.101
C: -4.937 -0.295 -3.691
C: 1.674 -4.270 -3.809
C: -3.410 2.946 0.906
C: -1.955 -6.126 1.878
C: 1.119 -3.168 -3.184
C: 0.486 4.084 -2.098
C: -0.773 -4.476 -2.518
C: 4.720 0.461 -0.520
C: -2.555 -0.140 -3.483
C: 3.202 4.888 1.408
C: 4.052 -0.673 -2.586
C: -2.830 2.353 3.117
C: 2.620 -1.796 -0.540
C: 2.371 1.311 -0.974
C: 3.048 0.298 -3.104
C: 2.434 1.271 -2.414
C: -2.137 -5.056 2.731
C: 1.183 4.773 2.702
C: -2.574 -1.100 -2.480
C: -1.532 -2.793 3.551
C: -0.392 -4.778 0.692
C: -1.582 4.456 -3.264
C: 2.914 -0.044 1.047
C: -0.102 -3.260 -2.526
C: 5.082 -0.984 -0.694
C: -3.113 0.742 1.398
C: 5.215 -0.018 -1.844
H: -3.623 3.679 0.138
H: 3.832 -0.390 1.544
H: 1.769 1.933 -2.954
H: 0.172 -0.542 -2.326
H: -1.612 0.302 -3.780
H: -5.896 -1.698 -2.392
H: 6.097 0.365 -2.330
H: -2.573 0.334 3.352
H: 2.827 6.070 3.148
H: -2.182 5.061 -3.929
H: -0.836 -6.813 0.172
H: -3.708 1.007 -4.868
H: 1.974 -2.612 -0.856
H: 1.431 -6.343 -4.278
H: 5.835 -1.494 -0.120
H: 3.336 3.554 -0.253
H: -2.304 -0.994 5.433
H: -1.724 -4.562 -2.011
H: 0.322 -4.634 -0.109
H: -3.129 3.008 -2.912
H: -2.810 -5.101 3.572
H: -3.805 -2.411 -1.313
H: 0.130 5.733 -3.408
H: 4.111 -2.672 -1.694
H: -5.860 0.037 -4.142
H: 1.271 2.177 4.203
H: 0.589 5.109 3.540
H: 5.415 1.045 0.077
H: 4.409 -1.271 -3.426
H: 4.180 5.314 1.231
H: -0.261 3.322 2.033
H: -3.134 4.385 2.520
H: 2.896 0.263 -4.175
H: 1.497 4.391 -1.862
H: -1.748 1.668 -1.359
H: 2.627 -4.181 -4.309
H: -2.498 -7.050 2.022
H: -0.753 -6.521 -3.154
H: -2.569 2.531 4.151
H: 1.628 -2.213 -3.208



[2]
Formula: C20H60O12
Source: the OMol25 dataset
Level of theory: the ωB97M-V functional and the def2-TZVPD basis

As for the spin multiplicity: 1.

Positions of all 92 atoms, in Å:
O: 1.492 -0.985 -0.543
O: -4.964 3.787 1.813
O: -4.441 -1.573 -0.053
O: 1.767 1.412 5.141
O: -2.563 2.034 1.669
O: 0.829 5.031 -0.325
O: 2.403 -4.129 3.960
O: 1.035 -2.909 -2.776
O: 2.135 -1.875 2.025
O: 6.574 1.415 -0.801
O: -0.444 -2.302 3.015
O: -5.186 3.870 -3.793
C: 2.170 -2.924 -3.653
C: -3.428 2.355 -3.223
C: -0.296 0.407 -1.412
C: 4.315 0.684 -1.214
C: -0.906 -3.277 2.098
C: 5.238 1.862 -0.944
C: 0.216 -0.413 -0.243
C: 0.714 1.376 3.042
C: 3.174 -2.863 2.023
C: -4.913 2.456 1.316
C: 1.438 3.908 -2.373
C: -3.607 -2.226 -2.180
C: 3.451 -3.357 3.423
C: -3.586 2.134 0.655
C: 3.445 -2.730 -2.867
C: 1.440 3.820 -0.855
C: 0.497 1.475 4.527
C: -3.573 -2.468 -0.684
C: -0.990 -4.656 2.745
C: -4.499 3.293 -2.685
H: 0.452 4.161 -2.771
H: -0.151 0.645 4.837
H: -3.284 2.872 -0.092
H: 4.292 -2.596 -3.542
H: -3.583 1.186 0.107
H: 2.852 -3.712 1.406
H: 4.348 -0.001 -0.366
H: -0.695 -0.202 -2.230
H: 4.429 -3.852 3.410
H: 2.095 -1.566 1.093
H: -1.920 -3.015 1.778
H: -0.281 -3.320 1.198
H: -4.030 4.066 -2.070
H: 2.096 4.691 -2.750
H: -5.782 2.271 0.672
H: -5.170 2.655 -2.099
H: 2.083 -2.140 -4.421
H: -5.884 4.437 -3.447
H: -3.385 -1.184 -2.403
H: 3.687 -3.649 -2.331
H: -0.069 2.373 4.793
H: 3.282 0.963 -1.403
H: 2.733 -5.008 4.160
H: -0.230 1.322 2.491
H: 1.336 -1.617 -1.268
H: 1.331 0.533 2.736
H: -5.323 4.354 1.127
H: 2.492 3.849 -0.557
H: -3.248 1.576 -2.472
H: -4.479 -1.710 0.896
H: 0.521 -2.179 2.839
H: 0.239 -2.973 -3.309
H: 4.082 -2.418 1.608
H: 1.756 2.942 -2.780
H: -1.147 1.038 -1.127
H: -2.434 2.767 -3.395
H: -0.493 -1.214 -0.008
H: 0.437 1.092 -1.839
H: 3.348 -1.845 -2.246
H: 7.106 2.215 -0.732
H: -2.905 -2.889 -2.693
H: -3.805 1.828 -4.098
H: -4.565 -2.524 -2.613
H: -0.168 -4.900 3.421
H: 5.126 2.543 -1.802
H: 2.151 -3.858 -4.233
H: -3.904 -3.501 -0.527
H: -2.533 -2.410 -0.352
H: 1.384 5.379 0.374
H: 3.620 -2.472 4.052
H: 0.860 2.978 -0.477
H: 4.899 2.429 -0.068
H: 4.714 0.198 -2.107
H: -5.035 1.798 2.178
H: -0.954 -5.435 1.973
H: 1.177 2.279 2.630
H: -1.862 -4.780 3.392
H: 0.282 0.228 0.633
H: 1.689 1.562 6.087
H: -2.509 1.107 1.915



[3]
Formula: C19H15N3O5S
Source: the OMol25 dataset
Level of theory: the ωB97M-V functional and the def2-TZVPD basis

As for the spin multiplicity: 1.

Positions of all 43 atoms, in Å:
S: 2.017 0.157 1.431
O: 6.568 3.441 -1.624
O: 6.883 2.227 0.165
O: -1.946 0.472 2.970
O: -0.400 1.805 -0.757
O: -3.180 -0.928 -0.230
N: 2.347 -3.498 -3.351
N: 0.441 0.524 0.932
N: 6.148 2.740 -0.652
C: 1.424 -3.007 -2.837
C: -3.231 -0.644 1.173
C: -2.006 0.257 1.598
C: 4.092 1.711 0.399
C: -2.006 -2.249 -1.904
C: 0.323 -2.522 -2.031
C: 2.774 1.321 0.359
C: 2.398 2.653 -1.550
C: -0.650 -0.425 1.211
C: 0.405 -1.770 -0.818
C: 0.552 1.366 -0.133
C: 3.769 3.069 -1.493
C: -2.005 -1.548 -0.676
C: 1.888 1.813 -0.551
C: -3.369 -1.902 1.956
C: -0.724 -1.321 -0.094
C: -4.499 0.189 1.484
C: 4.749 2.503 -0.556
C: -0.930 -2.772 -2.500
H: -4.138 -2.576 1.543
H: -3.471 -1.722 3.014
H: -0.355 -1.109 2.035
H: -1.073 -3.441 -3.384
H: -2.470 -2.554 1.845
H: 4.205 3.812 -2.123
H: -2.782 0.943 3.276
H: 4.656 1.193 1.189
H: -4.381 1.107 1.080
H: -4.700 0.419 2.532
H: -2.074 1.183 1.056
H: 1.674 3.271 -2.157
H: -5.417 -0.217 1.077
H: -2.963 -2.385 -2.399
H: 1.455 -1.588 -0.503



Computed ΔE to the lowest compared entry with this formula, charge and spin (kJ/mol) in order:
47.9, 21.4, 591.3
Computed strongest force on any atom (eV Å⁻¹) in order:
1.447, 1.790, 5.980